[1]
The following is a DFT calculation (wB97M-V/def2-TZVPD) of C40H37Cl3CrN7OS4 as an isolated structure.

⟨S²⟩ = 6.013
Molecular weight = 918.407 g mol⁻¹
Orbital gap (spin up / spin down) = 7.3 / 7.3 eV
LUMO (spin up / spin down) = -2.94 / -3.09 eV
Strongest force on any atom = 0.05630 hartree/bohr
Total charge = +1
Multiplicity = 5
Energy relative to the best compared isomer or geometry (same formula, charge and spin) = 0.0 kcal/mol

Last column: Mulliken spin population.
Cartesian coordinates (Å):
Cr  -1.358  1.007  -0.979  3.8047
C  0.320  2.496  2.798  0.0085
C  -0.955  2.565  3.637  0.0007
S  -2.466  2.543  2.638  0.0076
C  -3.458  1.315  3.541  0.0032
C  -2.914  -0.112  3.687  0.0000
S  -2.343  -0.766  2.076  -0.0003
C  -0.716  -1.426  2.540  0.0100
C  0.337  -0.378  2.912  0.0017
S  0.511  1.019  1.724  0.0154
H  1.161  2.615  3.476  0.0022
H  0.406  3.270  2.061  0.0005
H  -0.900  3.463  4.287  -0.0005
H  -0.983  1.714  4.317  0.0008
H  -4.447  1.301  3.009  -0.0005
H  -3.698  1.756  4.511  0.0002
H  -3.657  -0.741  4.177  0.0005
H  -2.044  -0.081  4.316  -0.0002
H  -0.342  -1.976  1.642  -0.0022
H  -0.794  -2.177  3.334  0.0017
H  1.324  -0.868  2.986  -0.0021
H  0.128  0.041  3.891  -0.0028
C  -0.512  -3.198  -1.279  0.0041
C  -1.746  -3.805  -1.469  0.0096
C  -2.860  -3.036  -1.345  0.0012
C  -2.761  -1.657  -1.119  0.0692
N  -1.567  -1.055  -0.955  -0.1068
C  -0.480  -1.852  -0.983  0.0783
N  -4.026  -1.112  -0.989  -0.0125
C  -4.230  0.159  -0.715  0.0730
N  -3.331  1.186  -0.621  -0.0281
C  -4.024  2.306  -0.263  0.1041
N  -3.614  3.552  -0.161  -0.0076
C  -2.306  3.980  -0.494  0.0425
C  -2.116  5.363  -0.307  -0.0033
C  -0.933  5.980  -0.604  0.0094
C  0.066  5.143  -1.139  -0.0019
C  -0.174  3.794  -1.271  0.0532
N  -1.322  3.139  -0.936  -0.0778
C  -5.406  1.992  0.027  -0.0006
C  -6.413  2.784  0.523  0.0011
C  -7.611  2.119  0.778  0.0016
C  -7.827  0.798  0.415  0.0021
C  -6.803  0.034  -0.134  -0.0006
C  -5.580  0.653  -0.259  0.0067
H  0.384  -3.789  -1.248  0.0008
H  -1.763  -4.864  -1.628  0.0000
H  -3.874  -3.397  -1.504  0.0001
H  0.473  -1.372  -0.835  -0.0310
H  -2.969  5.888  0.059  -0.0003
H  -0.782  7.025  -0.427  0.0004
H  1.048  5.515  -1.406  -0.0001
H  0.551  3.148  -1.755  -0.0096
H  -6.254  3.821  0.781  0.0001
H  -8.418  2.633  1.213  0.0002
H  -8.833  0.386  0.521  0.0002
H  -6.966  -1.023  -0.415  0.0000
Cl  4.121  -6.170  -3.174  0.0000
C  4.230  -4.449  -2.787  -0.0001
C  3.065  -3.696  -2.631  0.0003
C  3.227  -2.385  -2.192  -0.0020
C  4.476  -1.788  -1.971  0.0014
C  4.623  -0.347  -1.510  0.0006
C  4.095  0.675  -2.492  0.0007
N  2.635  0.605  -2.648  0.0046
C  1.923  0.168  -3.756  -0.0091
C  0.606  0.303  -3.450  0.0733
N  0.472  0.772  -2.148  -0.1150
C  1.713  0.895  -1.718  0.0365
O  4.055  -0.066  -0.218  -0.0006
C  3.573  -1.120  0.645  0.0028
C  4.554  -2.178  1.098  0.0002
C  4.261  -3.516  1.197  -0.0001
Cl  2.789  -4.283  0.791  -0.0001
S  5.575  -4.464  1.823  0.0000
C  6.506  -3.057  2.015  0.0000
C  5.880  -1.935  1.604  0.0000
C  5.626  -2.580  -2.198  -0.0005
Cl  7.185  -1.870  -2.076  0.0000
C  5.519  -3.903  -2.604  0.0000
H  2.068  -4.115  -2.829  0.0002
H  2.371  -1.735  -2.025  0.0018
H  5.681  -0.126  -1.443  -0.0002
H  4.542  0.543  -3.487  -0.0004
H  4.333  1.641  -2.034  0.0003
H  2.350  -0.109  -4.666  0.0004
H  -0.222  0.066  -4.101  0.0088
H  1.990  1.195  -0.745  -0.0269
H  2.668  -1.646  0.219  -0.0026
H  3.251  -0.544  1.500  -0.0008
H  7.490  -3.175  2.431  0.0000
H  6.221  -0.903  1.635  0.0000
H  6.416  -4.513  -2.692  0.0000


[2]
The following is a DFT calculation (wB97M-V/def2-TZVPD) of C40H37CrF9N4O2P as an isolated structure.

⟨S²⟩ = 3.787
Molecular weight = 859.714 g mol⁻¹
Orbital gap (spin up / spin down) = 7.7 / 7.5 eV
LUMO (spin up / spin down) = -5.97 / -6.23 eV
Strongest force on any atom = 0.07589 hartree/bohr
Total charge = +2
Multiplicity = 4

Last column: Mulliken spin population.
Cartesian coordinates (Å):
Cr  0.043  -1.479  -0.088  3.2247
C  -2.896  -2.222  0.273  0.0246
C  -2.596  -3.043  -0.933  0.0175
N  -1.281  -2.488  -1.518  -0.0366
C  -0.411  -3.586  -2.150  -0.0035
C  0.402  -4.330  -1.020  0.0238
C  0.886  -5.597  -1.080  0.0005
C  1.638  -6.044  -0.032  0.0026
C  1.920  -5.278  1.060  -0.0023
C  1.406  -4.011  1.093  0.0476
C  1.562  -3.227  2.405  -0.0200
N  0.527  -2.272  2.690  0.0461
C  -0.744  -2.622  3.247  0.0039
C  -1.809  -1.907  2.495  0.0217
N  -1.629  -2.127  1.045  -0.0978
N  0.633  -3.531  0.071  -0.0501
H  -3.655  -2.728  0.831  0.0021
H  -3.127  -1.219  -0.032  -0.0097
H  -3.387  -3.073  -1.623  0.0010
H  -2.302  -4.137  -0.649  -0.0018
H  -1.515  -1.912  -2.271  0.0087
H  0.251  -3.073  -2.829  -0.0006
H  -0.988  -4.327  -2.751  -0.0008
H  0.619  -6.242  -1.895  -0.0001
H  2.050  -7.066  0.007  0.0001
H  2.469  -5.673  1.909  -0.0002
H  2.530  -2.687  2.482  -0.0006
H  1.665  -4.048  3.129  -0.0005
H  0.926  -1.468  3.031  0.0068
H  -0.827  -2.448  4.359  0.0006
H  -0.826  -3.739  3.077  -0.0025
H  -1.829  -0.875  2.781  -0.0029
H  -2.759  -2.346  2.766  -0.0001
H  -1.249  -3.110  1.048  0.0047
C  3.165  -1.076  -2.961  -0.0011
C  2.546  -0.907  -1.578  0.0089
O  1.320  -1.333  -1.482  -0.0867
C  3.308  -0.403  -0.488  0.0516
C  4.716  -0.273  -0.634  -0.0048
C  5.435  0.231  0.411  0.0068
C  4.846  0.386  1.703  0.0015
C  3.488  0.225  1.832  0.0041
C  2.692  -0.218  0.752  -0.0112
O  1.434  -0.575  0.963  -0.0782
H  2.550  -1.783  -3.550  -0.0004
H  4.142  -1.660  -2.863  0.0008
H  3.335  -0.195  -3.555  0.0010
H  5.185  -0.339  -1.600  0.0003
H  6.526  0.450  0.311  0.0005
H  5.455  0.633  2.561  0.0000
H  3.023  0.196  2.826  0.0011
F  3.623  4.867  -3.330  0.0000
C  3.666  4.728  -2.019  -0.0020
F  4.898  4.426  -1.635  -0.0001
F  3.326  5.949  -1.479  -0.0001
C  2.696  3.689  -1.537  0.0004
C  2.090  2.824  -2.456  0.0022
C  1.140  1.910  -1.981  -0.0117
C  0.741  1.899  -0.650  -0.0218
C  1.296  2.809  0.236  0.0021
C  2.299  3.666  -0.211  0.0012
P  -0.786  0.978  -0.275  -0.0624
C  -1.524  1.443  1.295  -0.0698
C  -0.815  1.351  2.465  0.0439
C  -1.443  1.581  3.643  0.0112
C  -2.782  1.970  3.704  -0.0025
C  -3.522  2.054  2.505  0.0021
C  -2.865  1.769  1.287  0.0017
C  -3.409  2.427  5.004  -0.0006
F  -2.962  1.697  6.071  0.0000
F  -4.755  2.330  5.029  0.0000
F  -3.054  3.742  5.165  -0.0001
C  -1.880  1.805  -1.502  0.0106
C  -2.644  1.229  -2.469  -0.0071
C  -3.446  2.061  -3.312  -0.0010
C  -3.422  3.410  -3.140  -0.0006
C  -2.688  4.025  -2.159  -0.0012
C  -1.885  3.250  -1.362  -0.0040
C  -4.295  4.311  -3.939  0.0006
F  -3.713  5.498  -4.224  0.0000
F  -5.497  4.559  -3.267  0.0000
F  -4.715  3.760  -5.143  0.0000
H  2.517  2.758  -3.442  -0.0001
H  0.755  1.160  -2.711  -0.0016
H  0.961  2.898  1.272  0.0006
H  2.602  4.440  0.489  0.0001
H  0.213  1.005  2.458  0.0083
H  -0.957  1.489  4.629  0.0002
H  -4.603  2.346  2.445  0.0001
H  -3.455  1.857  0.398  0.0011
H  -2.675  0.185  -2.658  0.0006
H  -4.013  1.653  -4.141  0.0002
H  -2.652  5.084  -2.020  -0.0002
H  -1.233  3.679  -0.608  -0.0008